(1)
The following is a quantum chemistry calculation of a 7-piece molecular cluster, C47H86BrClN3O8PS3 overall at a distorted geometry, from the OMol25 dataset.

Results
**Multiplicity**: 1
**Net charge**: 0
**SMILES string**: CCCCN(CCCC[C@H]1NC(=O)[C@@](CC(=O)Br)(P(CC)CC)[C@]1(Cl)N=C=S)C(=S)SCCC.C1CCOC1.C1CCOC1.C1CCOC1.C1CCOC1.C1CCOC1.C1CCOC1
**Strongest force on any atom**: 0.029 hartree/bohr

Geometry (Å):
C 8.649202 0.926090 4.587744
C 7.303248 0.479028 4.032977
C 6.897791 1.257100 2.774035
C 6.330708 0.346687 1.690193
N 4.922568 -0.034614 2.029054
C 4.015089 0.982713 1.489446
C 2.563735 0.800874 1.888667
C 1.630426 1.543046 0.907319
C 0.582778 2.377132 1.616360
C -0.436884 1.564859 2.375807
N -0.820338 2.060705 3.684299
C -2.072613 1.552432 4.012683
O -2.651888 1.812542 5.031851
C -2.612853 0.623946 2.883996
C -2.290469 -0.868296 3.197945
C -2.027422 -1.182387 4.641327
O -2.797458 -1.575319 5.443507
Br -0.143079 -0.959034 5.137362
P -4.413214 1.191589 2.807014
C -5.323048 0.485309 4.220582
C -5.542250 -1.043046 4.373829
C -5.198481 0.554068 1.273957
C -5.810709 -0.846213 1.252527
C -1.721015 1.087723 1.688433
Cl -2.439982 2.449293 0.759642
N -1.334455 0.038645 0.737732
C -2.120687 -0.634631 0.108918
S -3.100291 -1.555934 -0.653670
C 4.583814 -1.297777 1.488511
S 4.793779 -1.788203 -0.044022
S 3.905590 -2.329951 2.722954
C 2.622345 -3.270628 1.853224
C 1.328732 -3.315382 2.678652
C 0.133703 -2.931449 1.801320
H 8.943024 0.305401 5.428722
H 8.604828 1.964960 4.898268
H 9.417379 0.807274 3.828377
H 6.533958 0.605693 4.789478
H 7.349529 -0.584618 3.810602
H 7.769502 1.751304 2.350734
H 6.139905 1.986661 3.035516
H 6.357303 0.822916 0.710010
H 6.933665 -0.549749 1.623893
H 4.078714 0.998230 0.399194
H 4.347999 1.940181 1.875842
H 2.296603 -0.252870 1.909536
H 2.382098 1.190539 2.887782
H 2.238652 2.223469 0.315727
H 1.193759 0.838438 0.206204
H 1.114134 2.977040 2.355379
H 0.127587 3.082639 0.926585
H 0.077315 0.618343 2.584622
H -0.842535 3.071626 3.775257
H -3.102456 -1.509122 2.874044
H -1.408479 -1.195268 2.655688
H -6.292525 0.971816 4.146273
H -4.872272 0.874245 5.121982
H -4.960075 -1.618195 3.670120
H -5.316084 -1.364572 5.381497
H -6.587273 -1.284927 4.203342
H -4.488796 0.640863 0.459756
H -5.974367 1.282698 1.057908
H -6.174514 -1.099018 0.260944
H -6.678808 -0.877739 1.905816
H -5.128988 -1.611992 1.602662
H 2.937976 -4.262450 1.565815
H 2.442929 -2.730074 0.929059
H 1.395800 -2.626402 3.513269
H 1.173732 -4.324318 3.048663
H 0.224163 -3.417145 0.833704
H 0.159297 -1.858714 1.616797
H -0.811573 -3.227027 2.242252
C -4.756704 -1.213105 -4.736458
C -3.840622 -0.083755 -4.268317
C -4.741411 1.132007 -4.435888
O -6.077795 0.675149 -4.215039
C -6.107026 -0.752282 -4.201811
H -4.469739 -2.195255 -4.363005
H -4.774742 -1.254820 -5.827281
H -3.588098 -0.221151 -3.215900
H -2.914541 -0.004852 -4.835732
H -4.677586 1.539665 -5.449288
H -4.517647 1.931119 -3.726387
H -6.260648 -1.091051 -3.170279
H -6.946730 -1.095839 -4.806175
C -5.683626 6.603444 -3.703308
C -6.063826 5.185046 -3.282675
C -6.444222 4.558870 -4.617261
O -5.635572 5.204261 -5.609442
C -5.003067 6.353654 -5.042129
H -5.037536 7.115850 -2.992400
H -6.582989 7.206604 -3.843492
H -5.196334 4.673733 -2.858394
H -6.871705 5.144170 -2.554437
H -7.497393 4.739429 -4.855653
H -6.265116 3.484387 -4.645651
H -3.936409 6.138393 -4.909531
H -5.102555 7.191478 -5.733575
C -3.577714 4.491823 -8.249664
C -3.972860 4.728298 -9.706117
C -3.944391 3.309996 -10.264794
O -4.301540 2.445625 -9.185765
C -4.273679 3.174171 -7.953514
H -3.886342 5.284541 -7.572633
H -2.493977 4.372907 -8.170879
H -4.985188 5.134617 -9.757078
H -3.306971 5.404967 -10.239634
H -2.940537 3.042413 -10.613758
H -4.645884 3.159930 -11.086229
H -5.300954 3.338850 -7.616501
H -3.752404 2.581006 -7.201090
C 5.427645 -3.997639 -5.269686
C 4.158083 -3.148011 -5.297896
C 3.707368 -3.223652 -3.844307
O 4.894993 -3.346827 -3.062828
C 6.008120 -3.632937 -3.908843
H 6.113967 -3.790713 -6.089191
H 5.170101 -5.058505 -5.299761
H 4.402392 -2.117772 -5.565214
H 3.401713 -3.509531 -5.992630
H 3.077751 -4.102966 -3.668763
H 3.160267 -2.337581 -3.519704
H 6.639596 -2.739979 -3.973686
H 6.594358 -4.438010 -3.464258
C 4.650861 -8.585176 1.026026
C 5.550852 -7.349868 1.049135
C 4.643706 -6.301312 0.421632
O 3.305200 -6.658185 0.776285
C 3.286077 -7.976954 1.327290
H 4.936329 -9.351578 1.744750
H 4.653186 -9.033216 0.030164
H 5.785991 -7.079379 2.080903
H 6.487361 -7.473073 0.508349
H 4.728403 -6.305382 -0.670206
H 4.846565 -5.289890 0.777123
H 3.112748 -7.905654 2.406664
H 2.462654 -8.535905 0.881605
C 2.603329 2.005536 8.462487
C 1.435939 1.622490 7.555351
C 1.528099 2.678993 6.464343
O 2.915018 3.009520 6.343415
C 3.642338 2.459664 7.443268
H 2.958825 1.190755 9.091091
H 2.318206 2.837149 9.110560
H 1.600514 0.629584 7.132391
H 0.469703 1.620484 8.056644
H 0.974473 3.583236 6.741684
H 1.156082 2.326810 5.501403
H 4.236842 1.613024 7.082134
H 4.322881 3.217077 7.833909

Cartesian forces, eV/Å:
-0.24 -0.27 -0.09
0.04 0.22 0.01
-0.06 -0.71 -0.14
-0.55 0.27 0.33
1.05 -0.04 -0.37
-0.32 -0.01 0.44
-0.59 0.03 -0.29
0.50 -0.05 0.12
-0.05 0.55 0.02
0.63 -1.17 0.32
-0.90 0.73 -0.72
0.27 -0.11 0.09
-0.11 -0.06 0.14
0.14 -0.13 0.37
0.13 -0.06 -0.22
-0.43 -0.13 0.38
0.22 0.03 -0.06
0.09 0.12 0.09
-0.06 1.49 -0.11
-0.07 -1.16 -0.03
-0.40 0.46 0.06
0.02 -0.91 0.07
-0.37 0.26 0.23
0.53 0.00 -0.35
-0.07 0.07 -0.01
-0.96 0.29 -0.09
0.51 0.32 0.44
-0.12 -0.46 -0.44
-0.16 -0.68 0.05
0.01 0.15 -0.27
-0.28 0.29 0.37
-0.13 0.11 -0.08
-0.08 -0.16 -0.41
0.61 -0.07 0.00
0.03 0.04 0.25
0.15 0.18 0.08
0.17 0.13 -0.12
-0.11 -0.10 0.16
-0.04 -0.18 -0.05
0.07 0.27 0.02
0.07 0.44 -0.04
-0.01 0.09 -0.18
0.06 -0.26 -0.02
0.17 -0.04 -0.21
0.15 0.24 -0.09
0.03 -0.12 0.06
0.19 -0.08 0.29
0.04 0.16 -0.17
-0.18 -0.06 -0.13
0.04 0.16 0.11
-0.24 0.04 -0.05
-0.03 -0.14 0.05
0.39 0.01 0.26
-0.19 -0.05 -0.01
-0.03 0.17 0.05
-0.15 0.20 -0.08
0.25 0.26 0.07
0.11 -0.22 0.11
0.21 -0.09 0.10
-0.13 -0.09 -0.13
0.19 0.20 -0.06
-0.14 0.19 -0.01
0.10 -0.08 -0.23
-0.08 -0.06 0.11
0.14 -0.15 -0.18
0.23 -0.26 0.03
0.10 0.15 -0.18
-0.02 -0.09 0.21
0.06 -0.09 0.28
-0.12 -0.16 -0.17
-0.11 0.09 -0.06
-0.19 0.03 0.11
0.00 0.05 -0.07
-0.03 -0.02 0.06
-0.02 -0.02 -0.09
-0.01 0.03 0.04
0.05 -0.01 0.08
0.01 0.00 0.02
-0.01 0.00 0.00
0.03 0.02 0.01
-0.01 0.00 -0.02
0.05 0.01 0.01
-0.02 0.00 0.02
0.00 -0.04 -0.01
-0.02 0.03 0.00
-0.08 -0.01 -0.01
0.09 0.01 -0.02
-0.07 0.02 -0.02
0.00 -0.01 0.09
0.06 -0.06 0.00
0.02 -0.01 0.01
0.00 0.01 -0.01
0.00 -0.01 0.00
-0.02 0.01 0.00
-0.01 -0.01 0.04
0.00 0.00 -0.08
0.01 0.04 0.02
-0.01 -0.02 -0.03
0.14 0.03 -0.06
-0.07 -0.03 0.03
0.07 0.00 0.04
0.04 0.02 0.00
-0.14 0.00 -0.02
-0.06 -0.01 0.00
0.00 0.00 -0.01
0.00 0.00 0.00
0.03 -0.01 0.00
0.00 0.03 -0.03
-0.01 -0.03 0.00
0.02 0.04 0.06
0.02 -0.04 -0.04
-0.05 -0.04 0.02
0.05 0.05 0.00
-0.01 -0.07 0.00
0.02 -0.03 0.01
-0.01 0.08 -0.03
0.00 0.02 -0.01
0.00 0.00 0.01
0.00 0.00 0.01
0.00 -0.02 0.00
-0.03 0.01 -0.03
0.02 0.01 0.04
0.03 -0.02 -0.03
-0.01 0.00 0.04
0.01 0.02 -0.06
-0.09 -0.03 0.13
0.07 0.07 -0.14
-0.05 -0.04 0.07
0.05 0.04 0.04
0.01 0.01 0.02
-0.01 0.00 0.00
0.01 0.01 0.00
-0.01 -0.02 -0.03
0.04 0.04 0.01
0.00 0.02 -0.04
0.01 -0.04 0.01
-0.03 0.03 -0.01
-0.03 0.10 -0.04
0.03 -0.08 0.01
0.01 0.05 0.04
0.00 0.01 -0.01
0.00 -0.08 -0.03
0.00 -0.02 -0.02
0.01 0.01 0.00
0.00 -0.01 0.00
-0.01 0.00 0.00
-0.04 -0.02 0.00
0.03 0.00 0.00
0.02 -0.01 0.04
0.00 0.03 -0.03



(2)
The following is a quantum chemistry calculation of C5H3N3O in the gas phase at a distorted geometry, from the OMol25 dataset.

Results
**Multiplicity**: 1
**Net charge**: 0
**SMILES string**: N#CN/C=C\C(=O)C#N
**Strongest force on any atom**: 0.067 hartree/bohr

Geometry (Å):
C -1.067853 -0.109248 -0.643709
C 0.101612 0.207350 -0.082105
C -1.995552 -1.631604 1.059931
C -0.697926 -0.056863 2.161631
C -2.312311 -0.616640 0.051351
N -1.839366 -2.534182 1.743911
N -1.227388 0.088248 3.171865
N 0.332990 -0.066766 1.302124
O -3.460575 -0.319527 -0.172703
H -1.167083 0.214483 -1.772827
H 0.858986 0.538962 -0.710972
H 0.997858 -0.785065 1.528241

Cartesian forces, eV/Å:
-1.01 1.67 -2.77
-2.16 -2.26 1.43
-0.97 -0.69 -0.47
1.65 1.27 1.37
0.39 0.43 -0.49
0.19 -0.71 0.24
-1.00 0.06 0.27
-0.03 0.45 -1.37
0.94 -0.07 -0.18
-0.16 -0.75 2.46
1.63 0.63 -0.43
0.52 -0.04 -0.08



(3)
The following is a quantum chemistry calculation of C11H13NO2 in the gas phase at a distorted geometry, from the OMol25 dataset.

Results
**Multiplicity**: 1
**Net charge**: 0
**SMILES string**: COc1cc2c(cc1O)C(C)=NCC2
**Strongest force on any atom**: 0.057 hartree/bohr

Geometry (Å):
C -2.597598 3.025180 -0.956148
C -0.952158 1.233132 -0.917153
C -1.008359 0.899459 0.421421
C -0.260955 -0.096587 0.993104
C -0.575691 -0.630439 2.349524
C 0.886560 -0.988750 2.942179
C 1.505367 -1.840239 0.906387
C 2.254536 -2.734804 -0.039501
C 0.713572 -0.765266 0.210709
C 0.803708 -0.388782 -1.194672
C -0.044086 0.564797 -1.758590
H -3.295555 2.395545 -0.398580
H -2.084183 3.911607 -0.346501
H -3.215479 3.524513 -1.831558
H -1.822757 1.408456 0.913492
H -1.291774 -1.474917 2.323699
H -0.933693 0.096572 3.065253
H 1.461226 -0.012976 2.928155
H 0.869523 -1.280371 4.050664
H 1.482394 -3.399076 -0.568631
H 3.051478 -3.304994 0.526103
H 2.865108 -2.154434 -0.867730
H 1.507374 -0.850989 -1.860492
H -0.845591 1.462287 -3.261766
N 1.576850 -2.056708 2.193498
O -1.641125 2.137812 -1.651502
O -0.000799 0.913380 -3.069769

Cartesian forces, eV/Å:
0.15 1.58 -1.80
1.49 -0.84 -0.83
-1.81 1.33 -0.98
0.36 -0.93 -0.80
2.50 -0.58 1.39
-1.18 -0.17 1.37
0.48 -0.23 0.07
1.24 -0.56 -1.18
-0.77 1.18 -0.26
-0.38 -0.19 1.27
0.42 -0.43 1.04
0.21 0.38 0.29
-0.94 -2.29 -1.13
1.37 -1.00 1.82
0.09 -0.09 0.84
0.57 0.21 -0.02
-0.48 0.45 -0.20
-0.37 -1.01 -0.26
-0.28 0.25 -1.58
1.38 0.68 0.64
-1.25 0.26 -0.63
-1.47 -0.95 1.64
0.24 -0.22 -0.06
2.09 -1.19 0.58
-0.40 1.83 -2.13
-1.73 1.88 1.46
-1.55 0.68 -0.56



(4)
The following is a quantum chemistry calculation of a 8-piece molecular cluster, C46H34FN2O15PS overall at a distorted geometry, from the OMol25 dataset.

Results
**Multiplicity**: 1
**Net charge**: 0
**SMILES string**: C[C@@H](F)[PH2](N=C=O)N=C=S.O=C1C=CC(=O)C=C1.O=C1C=CC(=O)C=C1.O=C1C=CC(=O)C=C1.O=C1C=CC(=O)C=C1.O=C1C=CC(=O)C=C1.O=C1C=CC(=O)C=C1.O=C1C=CC(=O)C=C1
**Strongest force on any atom**: 0.055 hartree/bohr

Geometry (Å):
C -2.648124 1.436125 -9.292672
C -3.221568 0.989184 -7.887589
F -3.274555 -0.437059 -7.913617
P -2.287818 1.686142 -6.413268
N -3.139308 3.314807 -6.608555
C -4.151142 3.261774 -5.914422
O -5.226030 3.001744 -5.535042
N -1.515821 0.053734 -6.019749
C -2.122388 -0.445867 -5.099249
S -3.314431 -1.201022 -4.292368
H -3.532810 1.746919 -9.917739
H -1.953391 2.318909 -9.243777
H -2.095996 0.593142 -9.799562
H -4.288328 1.332959 -7.831871
H -2.863894 1.632863 -5.104612
H -1.021151 2.272439 -6.686914
C 2.469670 2.864085 -3.232960
C 1.354648 3.083776 -3.925247
C 0.115371 2.325984 -3.643917
O -0.904966 2.526463 -4.279078
C 0.162170 1.317341 -2.563718
C 1.276772 1.097264 -1.871032
C 2.516189 1.853859 -2.151748
O 3.535129 1.655675 -1.519317
H 3.386167 3.408080 -3.425105
H 1.302209 3.819008 -4.718957
H -0.754236 0.772739 -2.371675
H 1.328509 0.361841 -1.078062
C 4.416418 3.515050 3.845721
C 5.504293 4.029436 3.275638
C 5.875815 3.688178 1.882978
O 6.868656 4.155414 1.363157
C 4.990604 2.754787 1.149127
C 3.902444 2.240389 1.719921
C 3.531549 2.581677 3.111212
O 2.537207 2.114043 3.632408
H 4.129890 3.752660 4.863000
H 6.161786 4.713530 3.797382
H 5.276200 2.516770 0.132485
H 3.245339 1.556395 1.197957
C -5.174850 -3.100281 -2.068262
C -6.333232 -2.885980 -2.689294
C -7.540867 -3.671950 -2.351877
O -8.598622 -3.479255 -2.918788
C -7.412217 -4.703874 -1.296552
C -6.253542 -4.917371 -0.676253
C -5.044718 -4.130161 -1.014705
O -3.987774 -4.323608 -0.446849
H -4.282772 -2.534869 -2.303138
H -6.445136 -2.139468 -3.459667
H -8.306081 -5.268507 -1.062248
H -6.140927 -5.667548 0.096626
C 4.447391 -0.119964 8.679709
C 3.957243 -1.331959 8.426360
C 3.013849 -1.560133 7.307922
O 2.564834 -2.665511 7.077530
C 2.637897 -0.390004 6.481692
C 3.128327 0.821594 6.735776
C 4.071580 1.049652 7.853791
O 4.520748 2.155840 8.083789
H 5.137598 0.065285 9.493302
H 4.221738 -2.195512 9.018075
H 1.947970 -0.574807 5.667733
H 2.863391 1.687687 6.141939
C 4.155384 -5.253010 12.282385
C 4.543073 -4.667211 11.150938
C 5.485327 -3.525716 11.161598
O 5.837903 -2.989214 10.128444
C 5.981498 -3.061020 12.476503
C 5.594181 -3.646423 13.608179
C 4.651411 -4.788697 13.598463
O 4.299458 -5.323988 14.628999
H 3.466618 -6.088227 12.294087
H 4.190939 -4.994130 10.180200
H 6.670296 -2.225642 12.464240
H 5.946410 -3.319211 14.578345
C -6.828836 0.543274 -0.474938
C -7.586300 1.467667 0.112384
C -8.343884 2.459869 -0.684936
O -9.032876 3.304029 -0.150141
C -8.227463 2.382681 -2.159000
C -7.469815 1.457854 -2.745781
C -6.713344 0.467184 -1.948405
O -6.022513 -0.379217 -2.483470
H -6.267484 -0.189494 0.091583
H -7.683001 1.537551 1.188575
H -8.788181 3.114975 -2.725895
H -7.372503 1.387626 -3.822000
C 2.373340 -0.253291 -8.337317
C 1.654856 -0.235707 -7.215318
C 2.306407 -0.152794 -5.888998
O 1.651794 -0.138439 -4.864527
C 3.785292 -0.088743 -5.855936
C 4.503557 -0.106271 -6.977317
C 3.852478 -0.189112 -8.305404
O 4.506426 -0.203097 -9.327749
H 1.914645 -0.314422 -9.316254
H 0.572603 -0.281433 -7.219083
H 4.243977 -0.027846 -4.876458
H 5.585418 -0.060893 -6.971776

Cartesian forces, eV/Å:
-0.16 0.42 -0.03
-0.38 -0.65 -1.40
0.10 1.45 0.32
-0.11 0.26 0.47
-0.31 0.24 1.13
-0.22 -0.57 -2.74
0.24 0.67 1.12
0.03 -0.03 1.49
-1.37 -1.80 -1.28
1.81 1.19 -0.30
1.08 -0.42 0.45
-0.70 -0.79 0.13
-0.71 0.79 0.75
1.03 -0.29 0.30
0.20 -0.11 -0.90
-0.80 -0.41 -0.01
-0.03 0.12 -0.16
0.12 0.07 -0.05
-0.05 -0.12 0.01
0.40 0.18 0.39
-0.03 -0.05 0.16
-0.19 0.02 0.02
0.10 -0.14 0.10
-0.09 0.04 -0.08
0.01 -0.02 0.03
-0.03 0.00 0.01
-0.01 0.00 -0.05
0.03 0.00 -0.02
0.12 0.11 0.06
-0.10 0.01 0.18
0.19 0.07 -0.10
-0.12 -0.04 0.07
-0.12 -0.12 -0.05
0.08 0.02 -0.12
-0.13 -0.07 0.04
0.09 0.03 -0.01
-0.01 -0.02 0.00
0.02 -0.01 -0.03
-0.02 0.00 0.01
0.02 0.01 0.00
-0.13 -0.11 -0.08
0.10 -0.55 -0.09
-0.10 0.05 -0.15
0.08 -0.02 0.10
0.05 -0.13 0.17
-0.21 -0.08 0.01
0.24 0.05 0.00
-0.14 -0.01 -0.01
-0.03 -0.04 0.14
-0.05 -0.21 -0.08
-0.02 0.02 -0.03
0.04 0.02 0.00
0.00 -0.15 0.06
-0.05 0.13 0.06
-0.07 -0.15 -0.06
0.05 0.12 0.05
-0.03 0.15 -0.10
-0.10 -0.03 -0.09
0.10 0.16 0.07
-0.05 -0.10 -0.06
0.01 0.01 -0.02
0.01 0.01 -0.11
0.01 -0.01 0.00
-0.01 -0.03 -0.02
-0.02 0.00 -0.22
-0.12 -0.14 0.04
0.10 0.03 -0.12
0.06 -0.12 0.26
0.03 0.02 0.19
0.12 0.16 -0.09
-0.09 -0.14 0.24
0.05 0.07 -0.13
0.01 0.01 0.04
0.02 0.04 -0.01
0.00 -0.01 -0.04
-0.03 -0.04 0.01
-0.03 0.04 0.17
0.13 -0.17 0.04
-0.16 0.20 0.09
0.09 -0.11 -0.05
0.07 -0.08 -0.18
-0.15 0.11 -0.06
0.09 -0.04 -0.14
0.04 0.98 0.24
0.01 -0.01 -0.04
-0.03 0.03 -0.02
0.00 0.01 0.04
0.05 -0.02 0.01
-0.15 0.02 0.13
-0.07 0.01 -0.26
-0.11 -0.04 0.10
0.14 0.08 -0.04
0.18 0.02 -0.03
0.02 0.02 0.23
0.12 -0.02 -0.27
-0.07 0.01 0.14
0.05 -0.01 -0.01
0.01 -0.04 0.10
-0.03 -0.01 0.02
-0.01 0.00 -0.05



| no. | molecular weight (g mol⁻¹) | lowest unoccupied orbital energy (eV) | Kohn-Sham gap (Eh) |
| --- | --- | --- | --- |
| 1 | 1063.75 | -0.12 | 0.2951 |
| 2 | 121.10 | -1.17 | 0.3334 |
| 3 | 191.23 | 0.56 | 0.3174 |
| 4 | 936.82 | -2.05 | 0.2681 |